Entry 1:
25
Properties=species:S:1:pos:R:3:forces:R:3:nbo_charge:R:1 method="wB97M-V/def2-TZVPD" gap_ev=10.03 largest_force_ev_per_a=0.68 lumo_ev=-0.09
O 22.5826 -11.4170 -10.7887 0.0855 0.6513 -0.1379 -0.94
S 22.1225 -12.7380 -10.5369 -0.0344 -0.4389 0.5148 2.41
O 21.7574 -13.6100 -11.5921 -0.0805 -0.3064 -0.3839 -0.92
O 23.2402 -13.5182 -9.7192 0.0249 0.0284 -0.0788 -0.72
C 23.9643 -12.7670 -8.7224 0.3408 0.0358 0.2269 -0.08
C 24.9648 -13.7058 -8.0602 -0.3429 0.0150 0.2434 -0.63
C 20.7947 -12.7016 -9.3660 -0.1108 -0.0389 -0.2410 -0.91
H 23.2631 -12.3741 -7.9814 -0.0751 -0.0977 -0.0451 0.17
H 24.4439 -11.9177 -9.2049 0.0166 -0.0113 -0.0148 0.21
H 25.0911 -13.4222 -7.0139 0.1153 0.0895 -0.0685 0.22
H 25.9412 -13.7111 -8.5358 -0.0411 -0.0066 -0.1610 0.22
H 24.5601 -14.7178 -8.0537 0.0442 -0.0091 -0.0684 0.23
H 20.9231 -11.8837 -8.6646 0.0895 -0.0692 0.1065 0.24
H 20.7704 -13.6808 -8.8957 -0.0475 0.0525 0.1433 0.25
H 19.8777 -12.5613 -9.9353 0.0361 0.0463 -0.0200 0.26
C 13.5663 -15.3991 -16.0478 0.0782 0.0221 0.0747 -0.50
Br 14.6164 -13.8743 -15.5150 -0.0457 0.0963 -0.0418 0.07
Br 11.6984 -15.1220 -15.7267 -0.1171 0.0559 0.0261 0.10
Br 14.1972 -16.9924 -15.1865 0.0293 -0.0730 -0.0468 0.10
H 13.6904 -15.5070 -17.1146 0.0671 -0.0775 -0.0130 0.23
C 18.0552 -13.3810 -13.7995 0.1406 -0.0776 -0.0274 -0.50
Br 19.2510 -13.6001 -15.2887 -0.0406 -0.0306 -0.0108 0.10
Br 18.7082 -12.0438 -12.5883 -0.0724 0.1990 0.0002 0.09
Br 17.7320 -15.0382 -12.8906 -0.0366 -0.0983 0.0043 0.10
H 17.1096 -13.0418 -14.1935 -0.0235 0.0429 0.0189 0.22

Entry 2:
20
Properties=species:S:1:pos:R:3:forces:R:3:nbo_charge:R:1 method="wB97M-V/def2-TZVPD" total_charge=+1 de_lowest_ev=0.063 gap_ev=9.34 largest_force_ev_per_a=4.52 lumo_ev=-4.03 smiles="C/C(=N/C=[NH+]/Br)OCCO"
C -0.1082 1.1475 1.4250 -1.1071 -0.7775 3.4061 -0.74
C -0.0887 0.6741 0.0417 -0.0912 0.4441 -2.3504 0.70
N -1.0235 1.1732 -0.6770 0.2566 -0.7215 -0.1051 -0.46
C -1.6190 1.4256 -1.7740 -4.2756 -0.9677 1.1041 0.39
N -2.9353 0.9156 -1.9424 2.9259 -0.9413 1.4069 -0.69
Br -4.1550 1.5011 -3.1023 -0.7265 0.7437 -1.2607 0.34
O 0.7765 -0.0796 -0.6450 -1.8780 1.2781 1.1148 -0.44
C 1.8534 -0.6824 0.0153 3.4005 0.1133 -1.0234 -0.12
C 1.5259 -2.0458 0.5064 1.4881 -1.4911 -1.0436 -0.11
O 1.0038 -2.0430 1.7952 -1.1945 0.2528 -0.3067 -0.71
H 0.8032 1.6707 1.7503 -0.1975 -0.1686 -0.3392 0.27
H -0.2545 0.2650 2.2213 0.3740 1.7076 -1.9488 0.30
H -1.0242 1.8464 1.5330 1.7336 -1.1775 -0.1485 0.28
H -1.3184 2.2787 -2.3521 0.0098 0.0840 -0.7789 0.23
H -3.3288 0.0911 -1.4046 1.4057 1.5064 -0.5375 0.45
H 2.6375 -0.7648 -0.8736 -1.3035 0.2898 2.1888 0.23
H 2.2182 -0.0714 0.8790 -0.0568 -0.1958 -0.9554 0.20
H 2.5249 -2.6703 0.4770 -2.0668 0.9046 -0.2355 0.19
H 0.7613 -2.4090 -0.1981 0.4158 -0.5782 0.2627 0.20
H 1.7509 -2.2227 2.3249 0.8875 -0.3052 1.5503 0.48

Entry 3:
20
Properties=species:S:1:pos:R:3:forces:R:3:nbo_charge:R:1 method="wB97M-V/def2-TZVPD" total_charge=+1 de_lowest_ev=4.502 gap_ev="7.56 / 7.56" largest_force_ev_per_a=3.83 lumo_ev="-5.79 / -5.79" smiles="CC(C)=[N+]([O-])/[N+](O)=C(/C)Br"
C 0.8128 0.1633 0.7895 -0.3866 1.9174 0.2764 -0.66
C 0.0147 1.2035 -0.0020 2.7382 1.4902 0.1720 0.29
C 0.3824 2.5710 0.3042 1.1488 0.0629 -0.0824 -0.68
N -0.2891 1.0250 -1.2416 0.1595 0.7134 0.0060 0.18
O -0.4338 1.8237 -2.2095 -0.2053 -0.7424 0.0250 -0.50
N -0.4873 -0.3171 -1.4239 -0.7831 -0.1596 -1.5472 0.06
O 0.0371 -0.8213 -2.5915 -0.7698 1.5756 -0.8170 -0.48
C -1.1333 -0.9322 -0.4902 -1.3407 0.6473 -1.4063 0.33
C -1.2398 -2.3291 -0.5341 1.9752 -2.9362 1.4681 -0.77
Br -2.4311 -0.0662 0.5961 0.3016 -0.2698 -0.1353 0.28
H 0.1865 -0.3996 1.4588 0.2840 -0.3866 0.4366 0.23
H 1.5118 0.8137 1.3242 -0.1373 -0.5795 0.4416 0.26
H 1.4139 -0.3950 0.1130 0.3030 -0.9179 -0.4081 0.24
H 0.3857 2.8260 1.3054 0.0255 -0.0248 2.3601 0.25
H -0.1087 3.3501 -0.1444 -1.6948 1.4646 -1.6193 0.26
H 1.4159 2.6981 -0.0287 0.2549 -0.1480 -0.0728 0.26
H -0.1326 -0.0254 -3.3034 0.4059 -1.8608 2.3132 0.55
H -1.5127 -2.6536 -1.4639 -0.9949 -0.4431 -3.0699 0.30
H -2.0150 -2.6742 0.0961 -0.3064 -0.5860 1.0132 0.27
H -0.2809 -2.9552 -0.4787 -0.9776 1.1832 0.6461 0.30

Entry 4:
18
Properties=species:S:1:pos:R:3:forces:R:3:nbo_charge:R:1 method="wB97M-V/def2-TZVPD" de_lowest_ev=4.278 gap_ev=9.72 largest_force_ev_per_a=5.10 lumo_ev=0.60
C 0.6386 -1.1530 1.4118 0.5095 1.0079 1.6547 -0.44
C 1.1191 -0.9061 0.1987 2.4888 -0.8935 1.2734 0.01
C 0.8119 -1.6751 -1.0224 -0.3010 -1.7974 2.1461 -0.72
Br 2.7966 0.1500 0.0535 -0.8060 -0.3630 0.2193 -0.02
H -0.2343 -1.7537 1.6362 -0.0932 -0.2390 -0.7096 0.22
H 1.0310 -0.7140 2.3735 -0.1295 -0.1978 -1.4765 0.22
H -0.2107 -1.4471 -1.1480 -1.4756 -1.1711 -0.4716 0.27
H 1.2593 -1.4127 -1.8885 1.7875 1.6217 -2.5606 0.23
H 1.1413 -2.7321 -0.9238 -0.8569 0.4576 0.3217 0.23
C -0.2908 2.0119 0.2241 0.0494 -1.6807 2.5088 -0.71
C -0.4672 0.7187 -0.5934 -3.2553 3.3186 1.4574 0.03
N -1.5537 0.0877 -0.8042 1.3024 -0.5985 -1.3703 -0.13
O -2.7136 0.2553 -0.1551 -0.9166 -2.9719 -2.8783 -0.53
H -0.8166 2.1217 1.2332 0.8297 -1.2054 -0.7766 0.21
H 0.7720 2.2274 0.3998 -0.4687 0.0741 -0.2376 0.25
H -0.8157 2.8026 -0.1890 -0.4901 1.7305 -1.8846 0.23
H 0.2496 0.5941 -1.3393 1.1510 -0.5136 -0.9316 0.20
H -2.7169 0.8243 0.5329 0.6748 3.4215 3.7159 0.45